1.
Computed, not measured: a molecular structure, C29H29N7OTl, with ωB97M-V/def2-TZVPD.

XYZ file:
```
67
Properties=species:S:1:pos:R:3
Tl -0.2594 -0.1444 -1.0434
C 4.5368 -0.3411 0.1339
C 3.1632 -0.5940 0.0307
N 2.2731 0.3695 -0.0668
C 2.6592 1.6514 -0.0494
C 4.0190 2.0090 0.0581
C 4.9572 0.9660 0.1525
C 4.3802 3.3919 0.0606
C 3.4366 4.3578 0.0267
C 2.0462 4.0321 -0.0563
C 1.0316 5.0018 -0.0406
C -0.2854 4.6254 -0.1145
C -0.5768 3.2604 -0.2315
N 0.3535 2.3304 -0.2283
C 1.6532 2.6758 -0.1269
H 5.2380 -1.1604 0.1979
H 2.7858 -1.6114 0.0323
H 6.0102 1.1995 0.2464
H 5.4317 3.6461 0.0929
H 3.7170 5.4023 0.0705
H 1.2963 6.0497 0.0265
H -1.0811 5.3563 -0.1087
H -1.6031 2.9214 -0.3338
C -4.8937 0.6874 -1.1660
N -4.7649 0.8475 0.2603
C -5.9567 1.0540 1.0461
C -5.6301 1.9972 2.1925
C -4.5668 1.3265 3.0393
N -3.4445 0.8981 2.1991
C -2.1876 0.6690 2.8883
C -3.5096 0.6926 0.8590
O -2.5275 0.3944 0.1721
H -5.5076 1.4960 -1.5671
H -5.3908 -0.2608 -1.4009
H -3.9116 0.7024 -1.6263
H -6.2861 0.0736 1.4370
H -6.7481 1.4360 0.4035
H -6.5157 2.2181 2.7834
H -5.2444 2.9344 1.7857
H -4.9831 0.4548 3.5582
H -4.1724 2.0034 3.7968
H -1.9325 1.5398 3.4921
H -1.4035 0.4936 2.1603
H -2.2806 -0.1949 3.5524
C -0.0182 -5.1949 -1.2318
C -0.0327 -3.7924 -1.3194
N -0.3381 -3.0051 -0.2868
C -0.6420 -3.5558 0.8760
C -0.6229 -4.9748 1.0790
C -0.2937 -5.7805 -0.0255
C -0.8563 -5.5770 2.3778
C -1.9312 -5.4145 3.1671
C -3.0981 -4.6289 2.8164
C -4.1543 -4.4693 3.7209
C -5.1976 -3.6575 3.3069
N -5.2045 -3.0713 2.1137
C -4.1950 -3.3184 1.2891
N -3.1581 -4.0602 1.6149
H 0.2359 -5.7910 -2.0977
H 0.2314 -3.2930 -2.2454
H -0.8597 -2.8806 1.6940
H -0.2730 -6.8585 0.0733
H -0.0741 -6.2482 2.7255
H -1.9755 -5.9200 4.1239
H -4.1496 -4.9417 4.6930
H -6.0548 -3.4770 3.9458
H -4.2124 -2.8926 0.2926
```

The value obtained for the HOMO-LUMO gap (alpha / beta) is 0.1100 / 0.1353 Eh. The calculation puts the energy relative to the best compared isomer or geometry (same formula, charge and spin) at 0.9147 eV. For the maximum force, the calculation gives 0.0647 Eh/bohr. Its multiplicity is 1. The total charge is +3.

***

2.
Computed, not measured: a molecular structure, C29H30AuF5N5O4STe, with ωB97M-V/def2-TZVPD.

XYZ file:
```
76
Properties=species:S:1:pos:R:3
Au 0.8115 -0.2030 0.6153
C -0.5238 0.9897 3.4784
C 0.6572 0.3867 4.1842
C 1.1651 0.9690 5.3365
C 2.2804 0.4407 5.9677
C 2.8968 -0.6887 5.4597
C 2.4145 -1.3209 4.3185
C 3.0953 -2.5520 3.7882
C 1.2917 -0.7615 3.7057
N 0.7902 -1.3284 2.4900
C 0.1667 -2.4378 2.4550
C -0.1596 -3.2801 3.6407
C -0.3106 -2.8956 1.0951
C -0.8057 -4.2934 0.9437
N -0.2500 -2.0421 0.1472
C -0.6852 -2.3415 -1.1817
C -2.0527 -2.3951 -1.4659
C -3.1060 -2.2206 -0.4055
C -2.4235 -2.5938 -2.7928
C -1.4699 -2.7348 -3.7860
C -0.1205 -2.6718 -3.4725
C 0.3013 -2.4623 -2.1662
C 1.7627 -2.3738 -1.8266
H -1.0343 1.6960 4.1300
H -1.2537 0.2398 3.1664
H -0.1981 1.5380 2.5884
H 0.6833 1.8524 5.7360
H 2.6723 0.9145 6.8577
H 3.7737 -1.0930 5.9492
H 4.0840 -2.6486 4.2320
H 3.2167 -2.5172 2.7071
H 2.5421 -3.4601 4.0418
H 0.0829 -2.7639 4.5654
H 0.3979 -4.2178 3.6044
H -1.2205 -3.5351 3.6328
H -0.1143 -4.9875 1.4221
H -0.9236 -4.5598 -0.1027
H -1.7695 -4.4044 1.4456
H -2.7743 -1.5772 0.4108
H -3.3988 -3.1819 0.0233
H -4.0031 -1.7780 -0.8348
H -3.4765 -2.6292 -3.0436
H -1.7781 -2.8897 -4.8113
H 0.6224 -2.7817 -4.2524
H 2.3682 -2.6343 -2.6921
H 2.0370 -3.0460 -1.0113
H 2.0509 -1.3617 -1.5232
F 4.4324 0.8556 2.8436
Te 3.8930 0.9534 1.0751
F 4.3333 2.7508 1.0004
F 5.6366 0.5842 0.6084
F 3.5458 0.9448 -0.7749
F 3.6322 -0.9152 1.0471
O 2.1230 1.2786 1.4617
O -5.6745 5.4443 -5.6090
S -4.9647 4.2138 -5.5219
O -5.3834 3.2229 -4.5841
O -4.2102 3.7642 -6.6837
C -3.0861 4.7798 -4.8001
N -2.7176 5.9711 -5.1247
C -1.5764 6.3467 -4.5374
C -0.8822 5.4909 -3.6912
C -1.4040 4.2214 -3.4771
N -2.5478 3.8594 -4.0806
C -0.7811 3.1860 -2.6147
C -1.3497 1.9175 -2.5645
C -0.7833 0.9599 -1.7538
N 0.3044 1.1947 -1.0050
C 0.8529 2.4150 -1.0453
C 0.3439 3.4263 -1.8376
H -1.2160 7.3422 -4.7625
H 0.0442 5.8167 -3.2433
H -2.2296 1.6865 -3.1472
H -1.1968 -0.0385 -1.7150
H 1.7129 2.5766 -0.4165
H 0.8360 4.3876 -1.8165
```

The expectation value of S² is 2.0112. The value obtained for the HOMO-LUMO gap (alpha / beta) is 0.2589 / 0.2307 Eh. The calculation puts the energy relative to the best compared isomer or geometry (same formula, charge and spin) at 0.0000 eV. For the maximum force, the calculation gives 0.0108 Eh/bohr. Its multiplicity is 3. The total charge is +1.

***

3.
Computed, not measured: a molecular structure, C29H30Cl3N8O4SiTi, with ωB97M-V/def2-TZVPD.

XYZ file:
```
76
Properties=species:S:1:pos:R:3
Ti 0.2207 -0.1809 0.1077
O -1.6691 -2.6257 2.7382
C -0.9318 -1.8467 2.1379
N -0.9975 -1.5211 0.8377
C -2.1538 -1.9878 0.1148
C -2.6405 -0.8686 -0.7625
C -3.8494 -0.9445 -1.4417
C -4.2615 0.1292 -2.2098
C -3.4416 1.2459 -2.2829
C -2.2451 1.2346 -1.5921
N -1.8470 0.2050 -0.8415
C 0.1323 -1.0649 2.8371
C 0.3624 -1.2236 4.1896
C 1.3201 -0.4410 4.8051
C 2.0178 0.4760 4.0282
C 1.7251 0.5804 2.6859
N 0.7898 -0.1642 2.0813
H -2.9324 -2.2859 0.8232
H -1.9268 -2.8640 -0.5020
H -4.4556 -1.8369 -1.3541
H -5.2053 0.0998 -2.7389
H -3.7223 2.1189 -2.8554
H -1.5931 2.0976 -1.6362
H -0.2164 -1.9659 4.7211
H 1.5151 -0.5275 5.8654
H 2.7806 1.1085 4.4590
H 2.2434 1.3046 2.0757
O -0.9228 3.8278 -0.0117
C -0.8079 2.7905 0.6153
N 0.2155 1.8837 0.3457
C 1.3917 2.5258 0.0490
O 1.7465 3.5963 0.5076
C 2.2705 1.7870 -0.9027
C 3.4312 2.3935 -1.3640
C 4.1999 1.7396 -2.3046
C 3.7674 0.4938 -2.7442
C 2.6081 -0.0373 -2.2207
N 1.8440 0.5901 -1.3214
C -1.7897 2.5753 1.7360
C -2.4517 3.7032 2.2127
C -3.3550 3.5588 3.2501
C -3.5846 2.2877 3.7511
C -2.8882 1.2240 3.1996
N -1.9965 1.3623 2.2193
H 3.6896 3.3650 -0.9679
H 5.1129 2.1786 -2.6834
H 4.3427 -0.0720 -3.4640
H 2.2861 -1.0223 -2.5250
H -2.2485 4.6604 1.7549
H -3.8741 4.4170 3.6563
H -4.2872 2.1168 4.5553
H -3.0500 0.2147 3.5631
Cl 3.6840 -1.1031 0.7031
Si 1.8936 -2.1828 0.1344
Cl 1.7907 -3.5679 1.7043
Cl 2.7108 -3.4060 -1.3865
C 0.2636 0.8444 -4.1860
N 0.3577 -0.5837 -4.4333
C 1.2461 -0.9753 -5.5141
C -0.0300 -1.4633 -3.4502
O -0.1622 -1.1181 -2.2717
N -0.2741 -2.7433 -3.8477
C -0.5117 -3.7589 -2.8354
C -0.6858 -3.0939 -5.1954
H -0.3280 1.3200 -4.9728
H 1.2519 1.3111 -4.1681
H -0.2127 1.0116 -3.2272
H 2.0767 -0.2676 -5.5637
H 0.7478 -0.9745 -6.4872
H 1.6633 -1.9627 -5.3263
H -1.5841 -3.9371 -2.7055
H -0.0858 -3.4335 -1.8931
H -0.0317 -4.6916 -3.1327
H 0.1299 -3.5140 -5.7882
H -1.0898 -2.2243 -5.7112
H -1.4745 -3.8442 -5.1340
```

The expectation value of S² is 0.7541. The value obtained for the HOMO-LUMO gap (alpha / beta) is 0.2545 / 0.2871 Eh. The calculation puts the energy relative to the best compared isomer or geometry (same formula, charge and spin) at 0.4729 eV. For the maximum force, the calculation gives 0.0547 Eh/bohr. Its multiplicity is 2. The total charge is 0.

***

4.
Computed, not measured: 5 unconnected molecules or ions with the total composition C29H30ClF4NO4S, with ωB97M-V/def2-TZVPD.

XYZ file:
```
70
Properties=species:S:1:pos:R:3
O 2.5685 -1.9000 0.0517
C 2.7136 -0.9846 -0.7069
O 3.5100 -1.1005 -1.7847
N 2.1508 0.2623 -0.5143
C 1.5158 0.9914 -1.6224
C 0.0568 1.3351 -1.2984
C -0.9844 0.3070 -1.7542
C -0.6303 -1.1362 -1.3658
S -1.9964 -2.2517 -1.4732
O -2.5643 -2.1688 -2.7856
O -1.6353 -3.5019 -0.8889
Cl -3.3059 -1.3436 -0.2196
H 3.4383 -0.3374 -2.3725
H 1.5830 0.2449 0.3231
H 2.0615 1.9193 -1.8284
H 1.5540 0.3920 -2.5403
H -0.0522 1.4930 -0.2164
H -0.1844 2.2967 -1.7627
H -1.9430 0.5746 -1.3063
H -1.1144 0.3601 -2.8401
H 0.0779 -1.5832 -2.0779
H -0.2007 -1.2345 -0.3639
F 0.4693 2.3644 2.5611
C 1.3949 3.3380 2.3851
C 2.4276 3.1067 1.5013
C 3.3713 4.1051 1.3089
C 3.2702 5.3041 2.0012
C 2.2201 5.5063 2.8871
C 1.2658 4.5184 3.0867
H 2.4873 2.1592 0.9853
H 4.1888 3.9392 0.6199
H 4.0095 6.0794 1.8523
H 2.1409 6.4390 3.4293
H 0.4373 4.6550 3.7681
F -4.4780 -3.0220 -7.3883
C -5.2285 -3.3160 -6.3037
C -4.6486 -3.2392 -5.0540
C -5.4283 -3.5411 -3.9473
C -6.7567 -3.9137 -4.1033
C -7.3119 -3.9827 -5.3737
C -6.5464 -3.6810 -6.4912
H -3.6129 -2.9493 -4.9503
H -4.9877 -3.4818 -2.9616
H -7.3582 -4.1503 -3.2358
H -8.3463 -4.2742 -5.4994
H -6.9561 -3.7250 -7.4911
F 5.3582 0.7353 0.5615
C 6.2169 -0.1691 1.0895
C 5.7254 -1.4012 1.4692
C 6.6103 -2.3242 2.0064
C 7.9531 -2.0043 2.1581
C 8.4161 -0.7554 1.7680
C 7.5448 0.1787 1.2249
H 4.6738 -1.6233 1.3391
H 6.2461 -3.2982 2.3043
H 8.6381 -2.7283 2.5785
H 9.4616 -0.5031 1.8860
H 7.8822 1.1571 0.9108
F -2.8893 1.3077 1.3922
C -3.4014 1.1654 2.6350
C -2.5807 1.3984 3.7190
C -3.1129 1.2443 4.9909
C -4.4374 0.8630 5.1578
C -5.2372 0.6347 4.0468
C -4.7213 0.7864 2.7675
H -1.5506 1.6902 3.5623
H -2.4870 1.4226 5.8551
H -4.8449 0.7430 6.1524
H -6.2691 0.3354 4.1729
H -5.3262 0.6188 1.8863
```

The value obtained for the HOMO-LUMO gap is 0.3430 Eh. As for the SMILES: O=C(O)NCCCCS(=O)(=O)Cl.Fc1ccccc1.Fc1ccccc1.Fc1ccccc1.Fc1ccccc1. For the maximum force, the calculation gives 0.0110 Eh/bohr. Its multiplicity is 1. The total charge is 0.